1.
{"formula": "C5H6N4O2", "method": "the ωB97M-V functional and the def2-TZVPD basis", "lumo_ev": 0.6, "homo_ev": -10.279, "smiles": "O=C1NC[C@@H](n2ccnn2)O1", "gap_ev": 10.86, "energy_ha": -563.58878, "e_above_lowest_kj_mol": 191.5, "elements": ["N", "H", "H", "H", "N", "H", "C", "O", "N", "C", "H", "C", "C", "C", "N", "H", "O"], "xyz": [[0.72857, 0.16831, 2.43773], [-0.10113, -1.63175, -0.53107], [-1.59022, -0.41118, -2.47883], [1.20408, 1.52661, -0.50388], [0.26414, 0.46110, 1.22604], [-1.74131, -1.71579, -0.18396], [-0.92887, 0.06454, 0.78087], [-2.13969, 1.96383, -1.84172], [-1.11079, -0.11911, -1.58805], [1.24874, 1.07620, 0.46694], [3.37911, 1.49937, 1.27498], [-1.65308, 1.11182, -1.12576], [2.33668, 1.13631, 1.33393], [-0.91291, -1.07972, -0.43964], [1.95735, 0.56725, 2.52015], [-1.49099, -0.27876, 1.74495], [-1.59930, 1.17359, 0.20470]], "atomic_forces_ev_per_a": [[0.438, -0.072, 0.528], [4.092, -2.101, -0.216], [0.933, 0.259, 1.490], [-0.639, -0.296, -0.286], [5.194, 2.077, -0.674], [-0.672, -0.274, -0.462], [-4.103, -3.129, -0.405], [0.778, -0.960, 1.187], [-1.071, -0.420, 0.220], [1.467, 0.074, 1.775], [-1.072, -0.104, -0.403], [-0.660, -0.584, -2.337], [-0.537, -0.322, 0.125], [-4.249, 5.447, 1.049], [-0.471, -0.169, -0.184], [0.671, 0.379, -2.018], [-0.100, 0.196, 0.612]], "lowdin_charge": [0.045, 0.059, 0.164, 0.120, -0.133, 0.106, -0.249, 0.104, 0.082, -0.008, 0.107, -0.562, -0.117, -0.004, -0.003, 0.194, 0.092]}

2.
{"formula": "C5H6N4O2", "method": "the ωB97M-V functional and the def2-TZVPD basis", "lumo_ev": [0.6, -2.8], "homo_ev": [-6.436, -9.654], "gap_ev": [7.00, 6.90], "energy_ha": -563.45764, "e_above_lowest_kj_mol": 68.5, "multiplicity": 3, "elements": ["H", "O", "N", "C", "H", "H", "C", "C", "O", "C", "N", "N", "H", "H", "C", "H", "N"], "xyz": [[-1.62971, 2.28108, 0.65150], [-2.87919, 0.59492, -1.08111], [-0.49265, -2.07856, 1.11968], [1.79367, -0.07717, -0.74205], [1.73358, 0.74413, -1.55307], [-0.69649, -0.99322, -1.77546], [-1.84526, 0.42703, -0.54899], [-0.81545, -0.60924, -0.63324], [0.62442, 1.85505, 1.48745], [0.45532, -0.17205, 0.13856], [-1.19655, -1.77000, 0.15351], [0.57673, -1.20224, 1.17417], [1.90261, -0.99049, -1.21119], [2.73653, 0.24293, -0.22021], [0.00785, 1.15490, 0.73293], [0.98125, -0.82074, 2.03740], [-1.25667, 1.41368, 0.27012]], "atomic_forces_ev_per_a": [[-0.685, -0.382, -0.544], [-1.726, -0.617, -0.946], [2.384, -2.533, 3.823], [-0.682, 3.608, 0.671], [-0.455, -1.280, 1.148], [0.048, 1.301, 2.296], [1.077, 2.632, 1.112], [1.769, -4.079, -2.930], [0.313, 0.116, 0.235], [1.189, 0.432, -1.351], [-3.526, 2.097, -2.741], [1.353, 1.580, -0.624], [0.442, -1.935, -0.913], [-1.143, -0.682, 0.142], [-0.144, -0.320, -0.479], [-0.705, -0.724, 0.052], [0.491, 0.784, 1.048]], "lowdin_charge": [0.178, 0.157, -0.057, 0.014, 0.114, 0.208, -0.432, -0.173, 0.119, -0.339, 0.059, 0.078, 0.040, 0.096, -0.426, 0.154, 0.210]}

3.
{"formula": "C5H6N4O2S", "method": "the ωB97M-V functional and the def2-TZVPD basis", "lumo_ev": -0.4, "homo_ev": -8.857, "gap_ev": 8.48, "energy_ha": -961.69844, "e_above_lowest_kj_mol": 367.7, "elements": ["C", "C", "N", "C", "C", "O", "N", "H", "H", "O", "H", "N", "H", "N", "H", "C", "S", "H"], "xyz": [[1.15967, 0.92953, -0.57319], [3.48067, 0.49811, 0.04500], [0.35530, 1.79208, -1.20922], [-0.87123, 1.30698, -1.15962], [-2.28534, -0.56179, -0.60006], [0.41310, -0.94952, 1.13601], [2.37676, 1.11075, -0.35330], [-3.09535, 0.07253, -0.49900], [4.92940, -0.79269, 0.02767], [-0.15424, -2.82774, -0.62751], [-2.61038, -1.33453, 0.11585], [3.94520, -0.60097, -0.38125], [-1.72358, 1.68636, -1.64324], [-0.99308, 0.13350, -0.50840], [-2.18663, -1.22221, -1.50319], [0.26799, -0.27314, -0.04316], [0.86020, -1.92719, -0.21964], [4.14458, 1.24174, 0.67740]], "atomic_forces_ev_per_a": [[-0.007, -1.832, 2.265], [2.735, 1.410, 1.790], [-2.296, 1.243, -1.251], [3.030, -0.758, 0.541], [1.686, -3.521, -0.769], [0.256, -0.277, 0.247], [-0.588, 1.061, -1.082], [-1.353, 1.815, -0.753], [-2.174, 0.603, -0.882], [-1.849, -1.419, -0.628], [1.407, 0.377, 0.665], [1.665, -1.231, 0.609], [-0.816, 0.829, -0.466], [-2.071, -0.071, 0.735], [-0.928, 1.073, 0.302], [0.609, 1.491, -1.477], [1.999, 0.701, 0.915], [-1.304, -1.495, -0.763]], "lowdin_charge": [-0.306, -0.396, 0.130, -0.082, -0.019, -0.159, 0.141, 0.062, 0.075, -0.432, 0.101, 0.048, 0.130, -0.061, 0.110, -0.564, 1.078, 0.143]}

4.
{"formula": "C5H6NO", "method": "the ωB97M-V functional and the def2-TZVPD basis", "lumo_ev": [-9.0, -9.0], "homo_ev": [-16.141, -16.142], "gap_ev": [7.19, 7.19], "energy_ha": -323.59945, "e_above_lowest_kj_mol": 710.3, "total_charge": 1, "elements": ["H", "H", "H", "C", "N", "H", "H", "C", "O", "H", "C", "C", "C"], "xyz": [[2.64059, 0.42107, -0.28292], [0.87929, 0.27871, 1.57809], [-0.52327, -2.08474, 0.49230], [-0.71232, 0.13397, 0.22056], [-2.85966, 0.29505, -0.29596], [1.56902, -0.96591, -0.61775], [1.25259, 0.59545, -1.47175], [-2.43680, -0.84271, -0.02487], [-1.73374, 1.01123, -0.14227], [0.73538, 1.72891, 0.39385], [0.66773, 0.55771, 0.51698], [-1.08378, -1.21752, 0.22372], [1.60497, 0.08877, -0.59000]], "atomic_forces_ev_per_a": [[-1.072, -0.402, -0.737], [0.205, 0.208, -0.914], [-0.033, -0.329, 0.077], [0.108, -0.773, -0.265], [-1.765, -2.235, -0.366], [0.234, -1.194, -0.638], [0.352, -0.236, -0.671], [1.888, 1.435, 0.059], [1.959, -0.017, 0.972], [-0.621, -1.974, 0.828], [-0.233, 2.996, 0.215], [-2.243, 1.492, -0.278], [1.220, 1.028, 1.717]], "lowdin_charge": [0.122, 0.154, 0.147, -0.209, 0.153, 0.063, 0.093, 0.251, 0.116, 0.184, -0.162, 0.147, -0.059]}

5.
{"formula": "C5H6NO", "method": "the ωB97M-V functional and the def2-TZVPD basis", "lumo_ev": -6.6, "homo_ev": -14.788, "smiles": "C/C=C1\\CC1=[N+]=O", "gap_ev": 8.14, "energy_ha": -323.62296, "e_above_lowest_kj_mol": 648.5, "total_charge": 1, "elements": ["H", "N", "H", "H", "C", "C", "C", "H", "C", "H", "O", "H", "C"], "xyz": [[-1.80156, -1.54058, 0.81446], [-1.82026, 1.66072, 1.35544], [1.98548, -0.25698, -1.87901], [2.95092, -0.87776, -0.64065], [-0.25356, 0.02734, 0.31998], [-1.44438, -0.66743, 0.17162], [-1.39999, 0.64189, 0.95575], [-1.88967, -0.61748, -0.77474], [1.86308, -0.70194, -0.94222], [1.46951, -1.65996, -1.25227], [-2.06635, 2.66236, 1.82473], [1.40120, 1.14290, 0.11617], [1.00558, 0.18690, -0.06927]], "atomic_forces_ev_per_a": [[0.783, 1.175, -0.744], [-0.005, 1.222, 0.467], [0.105, 1.454, -1.537], [-1.627, 0.464, 0.338], [3.183, -0.905, -0.541], [-2.019, -2.774, 1.814], [0.464, -1.531, -1.156], [-0.994, 0.175, -1.278], [0.873, -1.070, 1.108], [-0.496, -0.377, 0.680], [-0.869, 1.523, 0.798], [0.824, 1.051, 0.588], [-0.221, -0.408, -0.538]], "lowdin_charge": [0.179, 0.087, 0.066, 0.127, -0.139, 0.084, -0.037, 0.128, -0.035, 0.083, 0.322, 0.117, 0.017]}

6.
{"formula": "C5H6NO2", "method": "the ωB97M-V functional and the def2-TZVPD basis", "lumo_ev": 4.4, "homo_ev": -1.649, "smiles": "[O-]N1C=CC=C[C@@H]1O", "gap_ev": 6.04, "energy_ha": -399.28007, "e_above_lowest_kj_mol": 193.4, "total_charge": -1, "elements": ["C", "N", "C", "H", "H", "O", "O", "H", "H", "C", "C", "H", "C", "H"], "xyz": [[0.78325, 0.36428, -1.22415], [0.99792, 1.07831, -0.12038], [0.51563, 0.56515, 1.24457], [1.22012, -0.02237, 1.83512], [-0.37501, -1.02399, -2.30026], [0.13603, 1.62561, 2.08258], [1.69573, 2.11676, -0.02439], [-1.50116, -0.29460, 1.65224], [0.87490, 2.21670, 1.92404], [-0.10770, -0.69522, -1.35238], [-0.71349, -0.32171, 0.91045], [1.23530, 0.81080, -2.10219], [-0.90564, -0.93392, -0.23035], [-1.90847, -1.44165, -0.46074]], "atomic_forces_ev_per_a": [[0.061, 0.817, -0.022], [-1.995, -3.934, 1.756], [-2.486, -1.689, -1.984], [1.104, 0.012, -0.501], [-0.264, -0.664, -1.513], [-0.125, -0.098, -0.342], [2.295, 3.274, 0.075], [0.076, -0.164, 0.284], [0.394, 0.878, -0.105], [1.086, 0.502, 0.998], [0.648, 1.949, 3.058], [0.210, 0.014, 0.046], [-2.472, -1.324, -2.480], [1.468, 0.427, 0.732]], "lowdin_charge": [-0.115, -0.274, -0.323, 0.122, 0.030, -0.045, -0.217, 0.076, 0.057, -0.191, -0.099, 0.107, -0.238, 0.109]}

7.
{"formula": "C5H6NO2", "method": "the ωB97M-V functional and the def2-TZVPD basis", "lumo_ev": -3.8, "homo_ev": -14.064, "gap_ev": 10.29, "energy_ha": -398.97170, "e_above_lowest_kj_mol": 209.5, "total_charge": 1, "elements": ["H", "C", "O", "H", "N", "H", "C", "H", "C", "C", "H", "C", "O", "H"], "xyz": [[2.80916, 0.43295, -1.48316], [-1.09913, 0.40424, -0.08573], [-0.76548, 1.66360, -0.29991], [0.08399, -2.51308, 0.35248], [-0.10259, -0.52160, -0.11479], [2.54847, 0.76848, 1.71004], [-2.24867, -0.35046, -0.07578], [0.95991, -0.05747, -0.17253], [2.74456, 0.75764, 0.67940], [2.47093, 0.63207, -0.49865], [-3.32740, -0.09919, -0.03551], [-0.63490, -1.70542, 0.07822], [-1.93976, -1.67854, 0.10275], [-1.49908, 2.26677, -0.15682]], "atomic_forces_ev_per_a": [[-0.357, 0.148, -0.720], [-2.009, -1.200, -1.365], [0.098, 0.116, 0.210], [-1.595, 0.025, -0.571], [1.716, 1.319, 0.558], [0.489, 0.293, 0.986], [-1.710, 1.647, 0.709], [-1.621, -1.647, 0.371], [-1.636, -0.330, -1.117], [1.855, 0.020, 0.711], [1.120, -0.240, -0.143], [2.582, -0.940, 0.401], [1.305, 0.596, -0.029], [-0.238, 0.193, -0.001]], "lowdin_charge": [0.068, -0.327, 0.157, 0.196, 0.172, 0.054, 0.037, 0.137, 0.121, 0.005, 0.165, -0.071, 0.137, 0.149]}

8.
{"formula": "C5H6NO2S", "method": "the ωB97M-V functional and the def2-TZVPD basis", "lumo_ev": 3.1, "homo_ev": -4.558, "smiles": "C[C@H]1SCN=C1C(=O)[O-]", "gap_ev": 7.67, "energy_ha": -797.59559, "e_above_lowest_kj_mol": 54.3, "total_charge": -1, "elements": ["C", "H", "C", "O", "C", "H", "H", "H", "H", "C", "N", "H", "S", "O", "C"], "xyz": [[0.61364, 0.43599, 0.05482], [-0.17987, -0.46261, -1.55696], [-0.50613, -1.77217, 0.11992], [3.01862, 0.67937, 0.33488], [-0.46211, -0.39078, -0.52745], [-0.82057, -1.57683, 1.12606], [-1.49992, 2.35281, 1.08560], [-1.16822, 2.77089, -0.58547], [-1.19764, -2.46722, -0.33390], [2.11210, -0.15375, 0.08828], [0.41321, 1.61713, 0.32847], [0.54090, -2.12058, 0.15559], [-2.01088, 0.47236, -0.30633], [2.22057, -1.35689, -0.19694], [-1.07370, 1.97228, 0.21343]], "atomic_forces_ev_per_a": [[2.042, -1.783, -0.495], [-0.078, -0.243, -0.940], [0.692, 0.242, 0.112], [-1.207, -0.725, -0.086], [-0.213, -1.696, 0.228], [-0.335, -0.218, 0.778], [-0.281, 0.568, 1.663], [0.162, -0.815, 0.849], [-0.156, -0.153, -0.289], [0.967, 1.482, 0.011], [-2.807, 3.038, 1.300], [-0.689, -0.243, -0.243], [0.039, 0.737, 0.094], [0.104, -0.327, -0.125], [1.761, 0.136, -2.858]], "lowdin_charge": [-0.301, 0.105, -0.130, -0.067, -0.630, 0.058, 0.021, 0.072, 0.060, -0.649, 0.083, 0.058, 0.833, -0.071, -0.442]}

- Which formula does entry 7 have?
  C5H6NO2